[1]
The following is a DFT calculation (the ωB97M-V functional and the def2-TZVPD basis) of one molecule with the formula C13H19N at a distorted geometry.

Each line ends with the Löwdin charge.
Positions of all 33 atoms, in Å:
1 C -1.65432 0.59318 3.37666  -0.049
2 C -1.37464 -0.43181 2.17015  -0.488
3 C -2.54985 -1.23638 1.74262  -0.092
4 C -0.71732 0.21332 1.07336  -0.217
5 C -0.23458 -0.54158 -0.14332  -0.345
6 N 0.60025 -1.55063 0.26939  -0.042
7 C 1.41375 -2.10048 -0.70673  -0.256
8 C 2.38923 -1.07548 -1.22747  -0.130
9 C 1.64165 0.20037 -1.69924  -0.161
10 C 2.18897 1.13410 -2.54805  -0.027
11 C 1.48355 2.31957 -2.92340  -0.079
12 C 0.26087 2.57421 -2.41948  -0.121
13 C -0.22636 1.70171 -1.50368  -0.058
14 C 0.40009 0.51712 -1.11651  -0.089
15 H -0.77386 1.15473 3.66788  0.059
16 H -2.42571 1.35410 3.00466  0.095
17 H -2.07809 0.14563 4.26416  0.057
18 H -0.66016 -1.18120 2.59237  0.137
19 H -3.46920 -0.58157 1.47314  0.101
20 H -2.15614 -1.66297 0.65812  0.112
21 H -2.88846 -2.11122 2.42665  0.102
22 H -1.41098 0.89611 0.60953  0.109
23 H 0.12812 0.77244 1.45863  0.137
24 H -1.20546 -0.84354 -0.60636  0.144
25 H 1.10618 -1.27787 1.09532  0.131
26 H 2.04670 -2.94975 -0.26821  0.141
27 H 0.67311 -2.44050 -1.48268  0.146
28 H 3.03352 -1.58210 -2.02668  0.133
29 H 3.09864 -0.86676 -0.40733  0.118
30 H 3.07276 0.75873 -2.99433  0.095
31 H 1.97510 2.93166 -3.64598  0.093
32 H -0.35421 3.32383 -2.89291  0.110
33 H -1.33319 1.84303 -1.27026  0.136

Output
spin multiplicity: 1
structure (SMILES): CC(C)C[C@@H]1NCCc2ccccc21
E: -561.44750 Eh


[2]
The following is a DFT calculation (the ωB97M-V functional and the def2-TZVPD basis) of C47H36AsClCsN2O4Si as an isolated structure at a distorted geometry.

Each line ends with the Löwdin charge.
Positions of all 93 atoms, in Å:
1 Cs -0.83995 -2.08084 1.03608  0.782
2 O 1.05533 -8.41940 -0.12535  0.132
3 C 0.33689 -8.09723 -1.16932  -0.521
4 O 0.32109 -8.73760 -2.18237  0.052
5 C -0.42212 -6.78258 -1.10322  -0.058
6 C -1.18577 -6.34425 -2.14183  -0.565
7 Cl -1.39722 -7.00896 -3.72841  0.778
8 N -1.60939 -5.10005 -1.85537  -0.099
9 N -1.10374 -4.67525 -0.68108  0.075
10 C -0.40412 -5.70508 -0.17027  -0.106
11 C 0.18516 -5.65839 1.25191  -0.596
12 O 0.56229 -6.75408 1.75762  -0.017
13 O 0.31779 -4.51512 1.76767  -0.239
14 C -2.41274 -4.17900 -2.63058  -0.174
15 C -2.13395 -2.83955 -2.82479  -0.039
16 C -3.10602 -2.08103 -3.37952  -0.077
17 C -4.35890 -2.59582 -3.79136  -0.052
18 C -4.52193 -4.00112 -3.83806  -0.059
19 C -3.61908 -4.79074 -3.11191  -0.029
20 H 0.82917 -7.87722 0.66221  0.040
21 H -1.09790 -2.45217 -2.52298  0.133
22 H -3.05590 -1.00750 -3.42286  0.098
23 H -5.08562 -1.94419 -4.19548  0.085
24 H -5.40713 -4.51334 -4.22346  0.103
25 H -3.76764 -5.79415 -2.97237  0.061
26 C 6.38462 -1.66474 2.74803  -0.089
27 C 5.42488 -1.81105 3.73875  -0.078
28 C 4.18432 -1.22895 3.47657  -0.109
29 C 3.92464 -0.51538 2.27411  -0.405
30 C 4.92415 -0.33054 1.32219  -0.114
31 C 6.13878 -0.83589 1.65179  -0.106
32 As 2.15468 0.04983 1.78471  1.301
33 C 1.68591 1.08806 3.45477  -0.400
34 C 2.51749 1.49666 4.43673  -0.115
35 C 2.09140 2.46432 5.41332  -0.043
36 C 0.74983 2.91417 5.34217  -0.086
37 C -0.07759 2.41217 4.36344  -0.075
38 C 0.38961 1.50010 3.40332  -0.140
39 C 2.73345 1.55647 0.68112  -0.403
40 C 3.22942 2.74978 1.21864  -0.103
41 C 3.66528 3.73038 0.37730  -0.094
42 C 3.61980 3.57379 -1.01011  -0.104
43 C 3.08643 2.44361 -1.55290  -0.105
44 C 2.76072 1.35683 -0.71962  -0.124
45 H 7.38735 -2.03858 2.82887  0.091
46 H 5.43021 -2.49199 4.53531  0.086
47 H 3.38869 -1.27459 4.22931  0.104
48 H 4.74474 0.21681 0.42549  0.084
49 H 6.97124 -0.67001 0.94714  0.109
50 H 3.54541 1.14631 4.42659  0.092
51 H 2.76376 2.80022 6.13918  0.071
52 H 0.39061 3.63607 6.05045  0.092
53 H -1.12098 2.62620 4.41360  0.095
54 H -0.28162 1.06674 2.62806  0.036
55 H 3.29260 2.91300 2.23427  0.077
56 H 4.12346 4.62888 0.79751  0.107
57 H 3.77561 4.43238 -1.67028  0.106
58 H 3.08760 2.34017 -2.67398  0.116
59 H 2.47432 0.36481 -1.26241  0.134
60 C -1.15174 5.76044 1.85511  -0.110
61 C -0.07516 5.24123 1.15463  -0.105
62 C -0.22162 3.97422 0.65314  -0.127
63 C -1.40057 3.18793 0.66835  -0.349
64 C -2.42769 3.68737 1.46203  -0.115
65 C -2.32513 4.99908 1.93141  -0.106
66 Si -1.38008 1.45041 -0.02938  0.689
67 C -3.32431 1.22542 -0.60754  -0.274
68 C -3.85173 1.49674 -1.87237  -0.120
69 C -5.12454 1.10215 -2.19985  -0.137
70 C -5.92544 0.42126 -1.32345  -0.130
71 C -5.41141 0.02041 -0.09554  -0.108
72 C -4.12221 0.41247 0.21146  -0.171
73 C -0.66154 1.88644 -1.83735  -0.301
74 C -0.64976 3.10466 -2.50853  -0.115
75 C 0.00220 3.19772 -3.70466  -0.103
76 C 0.69009 2.13289 -4.32887  -0.105
77 C 0.59198 0.91201 -3.69413  -0.132
78 C -0.10247 0.79400 -2.50592  -0.171
79 H -1.12994 6.76727 2.23029  0.083
80 H 0.79882 5.81946 0.98704  0.087
81 H 0.67209 3.58107 0.08855  0.100
82 H -3.38181 3.22101 1.43794  0.081
83 H -3.21444 5.36059 2.46450  0.094
84 H -3.34995 2.15760 -2.55648  0.090
85 H -5.49063 1.46013 -3.17912  0.107
86 H -6.93003 0.14529 -1.64668  0.095
87 H -6.02917 -0.59881 0.64090  0.120
88 H -3.68460 0.20734 1.19442  0.074
89 H -1.03411 3.99964 -2.16547  0.082
90 H -0.01243 4.15597 -4.19431  0.090
91 H 1.23547 2.25247 -5.25528  0.092
92 H 0.97853 -0.02173 -4.12579  0.104
93 H -0.19600 -0.20554 -2.00740  0.074

Output
spin multiplicity: 1
charge: -1
E: -5228.72825 Eh


[3]
The following is a DFT calculation (the ωB97M-V functional and the def2-TZVPD basis) of a 2-piece molecular cluster, C2H10NO overall at a distorted geometry.

Each line ends with the Löwdin charge.
Positions of all 14 atoms, in Å:
1 N -1.03736 -0.92896 1.98601  0.314
2 H -0.43511 -0.58960 2.74088  0.163
3 H -0.93000 -0.19810 1.24623  0.091
4 H -1.97802 -1.18475 2.26934  0.157
5 H -0.68740 -1.80098 1.58489  0.156
6 C 0.77980 0.48058 -0.35605  -0.268
7 O -0.65525 0.70845 -0.24648  -0.113
8 C 1.16213 -0.06333 -1.74700  -0.059
9 H 1.07650 -0.25194 0.40480  0.099
10 H 1.24977 1.44306 -0.20188  0.116
11 H -0.94823 1.04514 -1.07890  0.090
12 H 2.06075 -0.65279 -1.58329  0.086
13 H 1.14509 0.80271 -2.40976  0.086
14 H 0.35979 -0.69647 -2.13573  0.082

Output
spin multiplicity: 1
charge: +1
E: -211.92652 Eh


Relative energy (zero: lowest compared OMol25 entry of this formula, charge and spin): 2.0475 0.7863 0.8680 (eV)